[1]
C40H90ClN5 | the ωB97M-V functional and the def2-TZVPD basis

The HOMO energy (spin up / spin down) is -22.309 / -22.309 eV. As for the LUMO energy (spin up / spin down): -10.49 / -16.55 eV. The gap between HOMO and LUMO (spin up / spin down) comes out at 11.8 / 5.8 eV. Its charge is +5. Its largest force on an atom is 0.061 hartree/bohr. The expectation value of S² is 0.7524. As for the spin multiplicity: 2.

The geometry in XYZ format:
```
136
Properties=species:S:1:pos:R:3:forces:R:3
Cl -26.7155 -14.3693 -2.1853 -0.07 0.06 -0.11
C -24.5538 -16.1011 0.1938 -1.05 -0.29 0.12
C -24.8036 -16.7860 1.5549 0.95 0.15 0.52
C -25.3948 -15.8434 2.6009 0.58 -0.81 0.67
N -25.3018 -16.3309 4.1165 -0.25 0.67 -0.14
C -23.8796 -16.0894 4.7252 -0.37 -0.01 -1.57
C -26.3327 -15.4945 4.9179 1.73 0.02 0.62
C -26.6187 -16.3240 6.2113 -0.66 0.73 -1.96
C -26.4601 -17.7842 5.6968 0.13 -0.30 2.03
C -25.7726 -17.7985 4.3793 0.52 1.11 -2.10
H -24.2265 -16.8472 -0.5303 0.26 0.10 0.02
H -23.8763 -15.2473 0.2024 0.27 -0.32 0.42
H -25.4793 -15.6925 -0.2119 -0.30 -0.05 0.00
H -23.8342 -17.1539 1.8910 0.07 -0.09 0.15
H -25.4470 -17.6645 1.5060 0.03 -0.02 -0.48
H -26.4442 -15.7252 2.3312 -0.19 0.08 0.57
H -24.9037 -14.8744 2.5113 0.03 0.06 0.50
H -23.6262 -15.0447 4.5446 -0.18 0.01 0.24
H -23.1704 -16.6773 4.1425 -0.14 -0.16 0.03
H -23.7396 -16.3493 5.7744 -0.75 -0.06 -0.06
H -25.8120 -14.5601 5.1277 -0.13 0.11 0.12
H -27.1600 -15.2381 4.2562 -0.24 -0.59 0.23
H -26.0171 -15.9993 7.0603 0.22 -0.34 -0.25
H -27.6509 -16.0640 6.4458 -0.01 -0.42 0.35
H -25.8148 -18.3589 6.3611 -0.27 0.07 0.38
H -27.4270 -18.2870 5.7116 0.13 -0.02 -0.32
H -24.9028 -18.4452 4.2638 0.01 0.07 0.37
H -26.4119 -18.0396 3.5301 -0.30 0.05 0.09
C -30.7214 -12.9422 -0.1585 -1.02 -0.73 0.09
C -29.3605 -12.3498 -0.1816 1.23 -0.23 0.66
C -28.8212 -12.2910 1.2749 0.04 -0.72 -0.22
N -27.5760 -11.5040 1.5411 -1.09 1.39 -0.56
C -26.4190 -12.0179 0.6070 -1.27 0.83 1.16
C -27.3114 -11.5270 3.0392 2.69 1.10 1.21
C -27.0617 -10.0150 3.4849 0.23 -0.27 0.27
C -26.9202 -9.2709 2.1777 -0.75 0.67 -0.59
C -27.8905 -9.9878 1.2764 1.27 -0.21 0.05
H -31.1266 -13.0452 -1.1651 -0.26 0.49 0.06
H -31.3886 -12.4113 0.5206 -0.26 0.05 -0.35
H -30.6836 -13.9762 0.1843 0.08 -0.12 0.33
H -29.3522 -11.3750 -0.6693 0.01 0.15 0.21
H -28.7812 -13.0307 -0.8051 0.58 0.16 -0.02
H -28.5351 -13.2321 1.7446 -0.41 -0.77 -0.71
H -29.6234 -11.9598 1.9344 0.18 0.63 -0.02
H -25.4455 -11.5656 0.7963 -0.33 0.25 0.51
H -26.7326 -11.7094 -0.3903 0.03 -0.47 -0.02
H -26.3483 -13.0915 0.7813 -0.13 -0.01 -0.28
H -26.3956 -12.1030 3.1718 0.45 0.20 -0.27
H -27.9259 -12.0606 3.7642 -1.27 0.13 -1.01
H -26.2000 -9.8063 4.1190 0.40 -0.82 -0.17
H -27.8310 -9.6109 4.1429 -0.65 -0.27 -0.52
H -25.9059 -9.2043 1.7842 0.04 -0.22 0.06
H -27.3306 -8.2611 2.1691 0.42 0.27 0.55
H -27.7777 -9.7036 0.2302 -0.16 -0.46 -0.04
H -28.8781 -9.7259 1.6561 -0.23 -0.68 -0.25
C -30.5634 -11.8777 -4.3954 -0.79 0.60 0.66
C -29.6187 -13.0300 -4.3980 1.18 -1.23 -0.58
C -29.7748 -13.8272 -5.7058 1.61 0.27 -0.32
N -28.6583 -14.8737 -5.9825 -1.42 -0.29 -0.85
C -27.2669 -14.2421 -6.0197 -1.10 -0.48 1.12
C -28.7794 -16.0025 -5.0594 1.24 -2.37 1.31
C -28.1088 -17.2430 -5.7412 -0.17 0.84 1.30
C -28.3366 -17.0197 -7.2014 -0.07 0.07 -1.39
C -28.9594 -15.6137 -7.3883 1.10 1.01 1.44
H -30.2857 -11.1268 -5.1351 -0.19 -0.17 -0.16
H -30.5660 -11.3587 -3.4369 0.16 -0.01 0.09
H -31.5960 -12.2025 -4.5239 -0.02 0.10 -0.33
H -29.7080 -13.7486 -3.5833 -0.58 0.08 0.37
H -28.5977 -12.6690 -4.2745 0.14 0.21 -0.28
H -29.6126 -13.1912 -6.5761 -0.78 0.32 0.06
H -30.7351 -14.3428 -5.7048 0.14 -0.02 -0.35
H -27.1951 -13.3425 -6.6310 -0.42 -0.40 -0.47
H -26.5570 -15.0203 -6.2999 0.01 0.25 0.01
H -27.1436 -13.8817 -4.9984 0.56 -0.25 0.04
H -28.2675 -15.8554 -4.1084 0.19 0.66 0.09
H -29.7752 -16.3169 -4.7470 -0.52 0.90 -0.72
H -27.0731 -17.2635 -5.4021 0.18 -0.10 -0.48
H -28.5476 -18.2012 -5.4627 -0.14 0.22 0.38
H -27.4084 -17.1471 -7.7585 -0.09 0.29 -0.16
H -28.9847 -17.8199 -7.5589 -0.21 0.39 -0.30
H -28.4202 -14.9386 -8.0527 -0.44 -0.44 -0.59
H -30.0423 -15.5296 -7.4796 0.18 -0.35 -0.32
C -25.2511 -18.2637 -3.4945 -1.87 0.22 0.73
C -26.5752 -18.9787 -2.8903 0.13 0.12 -0.89
C -27.0717 -18.4001 -1.5755 1.35 0.18 -0.18
N -28.4371 -18.7660 -1.0750 1.00 -0.55 0.31
C -28.6107 -20.3462 -1.2029 -0.17 1.78 0.83
C -29.5122 -17.9824 -1.8308 0.75 -1.23 0.85
C -29.6187 -16.6314 -1.1581 -1.46 0.52 -0.47
C -29.0798 -16.7305 0.2309 1.44 -1.12 1.05
C -28.5968 -18.2239 0.4188 -1.02 0.35 -1.93
H -25.4014 -17.1847 -3.5307 -0.60 0.36 -0.06
H -25.1053 -18.5434 -4.5378 0.26 -0.47 0.30
H -24.3411 -18.2819 -2.8947 -0.06 -1.02 0.01
H -26.4554 -20.0537 -2.7554 0.51 0.06 -0.22
H -27.4256 -18.8878 -3.5661 0.37 0.07 -0.72
H -27.0519 -17.3164 -1.6907 0.10 0.16 0.55
H -26.3034 -18.7902 -0.9078 -0.36 0.58 0.91
H -29.6334 -20.5858 -0.9115 0.06 0.04 -0.08
H -27.9205 -20.7646 -0.4703 0.04 -0.14 -0.27
H -28.4064 -20.6602 -2.2265 -0.04 0.16 0.24
H -30.3911 -18.5797 -1.5883 -0.26 0.22 -0.70
H -29.2205 -18.0153 -2.8805 -0.47 0.07 0.04
H -30.6850 -16.4404 -1.0369 -0.06 0.31 -0.53
H -29.1717 -15.7839 -1.6778 -0.03 -0.25 -0.30
H -29.7695 -16.4143 1.0135 -0.19 -0.39 -0.09
H -28.2406 -16.0414 0.3252 0.37 -0.16 0.11
H -29.3991 -18.8950 0.7253 0.18 0.30 0.85
H -27.6713 -18.2724 0.9925 -0.16 -0.59 -0.25
C -23.2702 -10.6712 -1.2799 1.42 0.06 0.00
C -23.3720 -11.9105 -2.1619 -0.63 -0.38 -0.44
C -22.0383 -12.3401 -2.8545 -1.18 -0.69 -1.40
N -21.9014 -13.8866 -2.9545 -0.67 1.08 2.36
C -21.5948 -14.3207 -1.5084 1.58 -0.91 -1.13
C -20.7434 -14.3183 -3.9107 -0.65 1.45 0.69
C -21.2955 -15.4589 -4.6965 -0.55 -1.33 -0.42
C -22.6024 -15.8699 -4.0013 -0.49 -0.66 -0.65
C -23.1943 -14.5607 -3.5187 1.73 -0.21 0.49
H -22.9777 -9.7881 -1.8480 -0.23 0.01 -0.14
H -22.4100 -10.8517 -0.6353 0.02 0.14 0.34
H -24.0882 -10.3847 -0.6189 -0.31 -0.37 -0.40
H -24.1427 -11.8283 -2.9283 0.17 0.64 -0.44
H -23.8514 -12.7344 -1.6334 0.61 -0.35 0.69
H -21.1278 -11.8570 -2.5000 -0.03 -0.48 0.50
H -22.0747 -12.1036 -3.9180 -0.19 0.55 0.03
H -20.6654 -13.8186 -1.2394 -0.39 0.69 0.24
H -21.1859 -15.3309 -1.5291 -0.76 -0.43 -0.08
H -22.3815 -14.2136 -0.7615 0.01 0.29 -0.61
H -19.8668 -14.4931 -3.2869 -0.10 -0.19 -0.16
H -20.5593 -13.4554 -4.5507 0.19 0.00 0.16
H -20.5641 -16.2621 -4.7866 -0.18 -0.06 -0.01
H -21.5942 -15.1715 -5.7046 0.41 0.23 -0.04
H -22.5045 -16.6453 -3.2416 0.42 0.48 0.61
H -23.3073 -16.3824 -4.6560 0.10 0.27 -0.55
H -23.9859 -14.7329 -2.7894 0.33 0.51 0.28
H -23.5313 -13.8956 -4.3138 -0.03 -0.19 -0.12
```
Forces are in eV/Å.

***

[2]
C4H11NO2 | the ωB97M-V functional and the def2-TZVPD basis

The HOMO energy is -6.746 eV. As for the LUMO energy: 0.62 eV. The value obtained for the relative energy (zero: lowest compared OMol25 entry of this formula, charge and spin) is 122.5 kcal/mol. The gap between HOMO and LUMO comes out at 7.4 eV. Its charge is 0. Its largest force on an atom is 0.010 hartree/bohr.

The geometry in XYZ format:
```
18
Properties=species:S:1:pos:R:3:forces:R:3
C 1.5264 0.1977 0.0962 -0.32 0.37 -0.12
C -0.6066 1.0216 0.4727 0.01 -0.19 -0.01
C -0.1501 -1.4053 -0.7872 0.11 0.15 0.03
C -1.4118 2.2511 0.1629 0.06 0.07 0.02
N -0.0668 -2.2838 0.3825 0.01 0.01 -0.03
O 0.7606 1.2263 0.1057 0.30 -0.40 -0.07
O 2.6823 0.3687 -0.5632 -0.31 -0.07 0.17
H 3.2454 -0.3993 -0.4116 -0.03 0.04 0.01
H 1.4264 -0.6172 0.8127 -0.06 0.00 -0.05
H -0.0617 -3.2678 0.1373 -0.03 0.09 0.01
H -0.8611 -2.1331 0.9951 0.03 -0.01 -0.05
H -0.6617 0.7069 1.5176 0.07 0.05 -0.02
H -0.5723 -0.2214 -0.3100 0.09 0.05 0.05
H -1.0391 -1.5651 -1.4154 0.06 -0.03 0.06
H 0.7176 -1.5643 -1.4299 0.00 -0.04 0.00
H -1.1130 3.1382 0.7361 -0.02 -0.05 -0.03
H -2.4593 2.0467 0.3978 0.06 0.00 -0.01
H -1.3552 2.5000 -0.8993 -0.02 -0.01 0.04
```
Forces are in eV/Å.